[1]
A structure of composition C30H29F2N4O4SZn. Source: the Open Molecules 2025 dataset; level of theory: ωB97M-V with the def2-TZVPD basis set.

Properties
net charge = -1
energy = -110424.9564 eV

Atoms and positions in Å:
Zn1 -0.5281 0.0831 0.0276
F1 3.1328 3.9392 -0.8181
C1 1.8288 3.6344 -0.5869
C2 1.4388 2.3142 -0.5380
C3 0.1061 1.9857 -0.2942
C4 -0.8248 3.0283 -0.1222
C5 -0.3637 4.3406 -0.1618
F2 -1.2052 5.3939 0.0569
C6 0.9525 4.6825 -0.3948
C7 -2.2614 2.6718 0.0917
C8 -3.3365 3.5567 -0.0259
C9 -4.6218 3.0797 0.1612
C10 -4.8226 1.7429 0.4613
C11 -3.7096 0.9228 0.5508
N1 -2.4760 1.3818 0.3674
H1 2.1883 1.5405 -0.6599
H2 1.2701 5.7138 -0.4178
H3 -3.1709 4.5922 -0.2691
H4 -5.4637 3.7551 0.0656
H5 -5.8115 1.3323 0.6116
H6 -3.7882 -0.1359 0.7729
O1 -3.5463 -2.4555 0.8114
C12 -2.3382 -2.2788 0.6404
O2 -1.6931 -1.2555 1.0575
C13 -1.5287 -3.3816 -0.0195
C14 -1.9400 -4.6816 0.2734
C15 -1.2634 -5.7915 -0.1996
C16 -0.1564 -5.5942 -1.0169
C17 0.2463 -4.3129 -1.3369
C18 -0.4128 -3.1716 -0.8508
S1 0.2423 -1.6283 -1.3879
H7 -2.8259 -4.7884 0.8863
H8 -1.5972 -6.7899 0.0543
H9 0.3932 -6.4404 -1.4124
H10 1.1001 -4.1634 -1.9865
C19 2.7150 1.2679 4.2028
C20 3.4338 -0.0620 4.0649
N2 4.8854 0.0627 3.9502
C21 5.6015 0.5102 5.1391
C22 6.1681 1.9135 4.9942
C23 5.6468 -0.3781 2.9137
O3 6.8680 -0.4468 3.0027
C24 4.9791 -0.7475 1.6244
C25 5.4296 -1.8612 0.9265
C26 4.8335 -2.1773 -0.2820
C27 3.8188 -1.3555 -0.7558
N3 3.4094 -0.2646 -0.1182
C28 3.9865 0.0278 1.0378
H11 1.6404 1.1001 4.2601
H12 2.9027 1.9107 3.3429
H13 3.0300 1.8011 5.1019
H14 3.0551 -0.6032 3.2032
H15 3.2242 -0.6882 4.9401
H16 6.4086 -0.1951 5.3450
H17 4.8955 0.4647 5.9707
H18 6.8789 1.9467 4.1700
H19 6.6891 2.2062 5.9070
H20 5.3777 2.6388 4.8015
H21 6.2314 -2.4595 1.3391
H22 5.1307 -3.0522 -0.8429
H23 3.2802 -1.5941 -1.6656
H24 3.6243 0.9269 1.5235
C29 1.4232 -2.4920 2.0276
C30 0.6410 -1.3016 2.5098
N4 -0.2242 -1.5272 3.5374
O4 0.7900 -0.1752 2.0476
H25 1.9508 -2.9692 2.8562
H26 2.1161 -2.1759 1.2548
H27 0.7331 -3.2187 1.5941
H28 -0.5384 -2.4794 3.6418
H29 -0.9689 -0.8459 3.5766

[2]
A structure of composition C30H29FeI2N7O at a distorted geometry. Source: the Open Molecules 2025 dataset; level of theory: ωB97M-V with the def2-TZVPD basis set.

Properties
spin multiplicity = 2
net charge = +1
energy = -94639.6943 eV
expectation value of S² = 0.7933

Atoms and positions in Å:
Fe1 -0.5447 -0.1860 -0.2974
I1 -4.4189 3.1150 5.7390
C1 -3.2248 2.0603 4.3532
C2 -2.0487 1.4508 4.7615
C3 -1.3214 0.7445 3.8350
I2 0.4507 -0.2372 4.3937
C4 -1.7068 0.5919 2.4775
O1 -0.9933 -0.1113 1.6789
C5 -2.9185 1.2455 2.0995
C6 -3.4976 1.0856 0.7155
N1 -2.5504 1.3320 -0.3770
C7 -2.3022 2.7538 -0.6016
C8 -0.8472 3.1178 -0.7437
C9 -0.4943 4.3095 -1.3694
C10 0.8098 4.7587 -1.2838
C11 1.7079 4.0180 -0.5309
C12 1.2796 2.8189 0.0154
N2 0.0446 2.3513 -0.1217
C13 -3.6460 1.9529 3.0356
H1 -1.7300 1.5067 5.7915
H2 -3.8542 0.0590 0.6189
H3 -4.3684 1.7536 0.6290
H4 -2.9300 0.9167 -1.2245
H5 -2.8589 3.1341 -1.4651
H6 -2.6366 3.3146 0.2804
H7 -1.2397 4.8786 -1.8996
H8 1.1100 5.6671 -1.7796
H9 2.7190 4.3568 -0.3780
H10 1.9478 2.2194 0.6101
H11 -4.5720 2.4231 2.7386
C14 -0.0996 -1.9345 -3.3650
N3 0.0038 -0.5041 -3.0681
C15 1.2998 0.1101 -3.3501
C16 2.1357 0.2972 -2.1196
N4 1.8131 -0.1012 -0.9199
C17 2.8901 0.1912 -0.1125
C18 3.0946 -0.0433 1.2426
C19 4.2804 0.4003 1.7906
C20 5.2421 1.0619 1.0218
C21 5.0591 1.3010 -0.3257
C22 3.8753 0.8447 -0.8823
N5 3.3596 0.8944 -2.1595
C23 -0.0527 -2.7865 -2.1303
N6 0.1097 -2.3295 -0.9184
C24 0.0430 -3.4102 -0.0743
C25 0.1556 -3.4689 1.3083
C26 0.0535 -4.7115 1.8938
C27 -0.1800 -5.8612 1.1339
C28 -0.3187 -5.8146 -0.2396
C29 -0.1879 -4.5717 -0.8386
N7 -0.2441 -4.1352 -2.1466
H12 -1.0524 -2.1296 -3.8695
H13 0.7017 -2.2527 -4.0496
H14 -0.7162 -0.0111 -3.5830
H15 1.8827 -0.4927 -4.0682
H16 1.1476 1.0932 -3.8072
H17 2.3468 -0.5557 1.8241
H18 4.4741 0.2386 2.8384
H19 6.1518 1.3957 1.4959
H20 5.8038 1.8095 -0.9184
H21 3.8166 1.2989 -2.9608
H22 0.3050 -2.5635 1.8757
H23 0.1555 -4.8041 2.9633
H24 -0.2551 -6.8118 1.6377
H25 -0.5201 -6.7066 -0.8111
H26 -0.4246 -4.7121 -2.9519
C30 -2.7033 -1.7660 -0.7694
H27 -3.5054 -1.2302 -1.2528
H28 -2.8712 -1.9674 0.2744
H29 -2.4333 -2.6593 -1.3060

[3]
A structure of composition C30H29IN3PPt at a distorted geometry. Source: the Open Molecules 2025 dataset; level of theory: ωB97M-V with the def2-TZVPD basis set.

Properties
spin multiplicity = 3
energy = -56683.1823 eV
expectation value of S² = 2.0099

Atoms and positions in Å:
C1 3.4185 0.3341 1.1716
C2 3.1848 -1.0391 1.1985
H1 4.1889 0.5188 0.3653
H2 3.8421 0.5298 2.1756
H3 2.5365 0.9175 1.0542
H4 3.9552 -1.3971 0.5507
H5 3.2190 -1.3134 2.2649
H6 2.1978 -1.3329 0.8270
C3 1.2011 2.5572 -2.7225
C4 1.3398 3.3607 -3.8525
C5 1.3529 2.7692 -5.1273
C6 1.2255 1.3936 -5.2696
H7 1.2110 2.8434 -1.6576
H8 1.4384 4.4270 -3.6436
H9 1.4636 3.4295 -5.9896
H10 1.2947 0.9235 -6.2281
N1 1.0276 1.2251 -2.9934
C7 1.0081 0.6010 -4.1961
C8 0.8384 -0.7798 -4.1566
N2 0.7462 -1.3397 -2.9299
C9 0.6560 -2.6645 -2.5845
C10 0.6238 -3.0083 -4.9826
C11 0.5200 -3.5252 -3.6756
H11 0.6959 -2.8958 -1.5018
H12 0.3703 -4.5571 -3.4095
C12 0.8335 -1.6590 -5.1878
H13 1.0135 -1.2598 -6.1604
H14 0.5517 -3.7175 -5.8130
Pt1 1.1652 -0.0355 -1.4905
I1 3.6816 -0.3547 -2.7376
N3 -0.2414 -0.1114 -0.2821
P1 -0.9036 0.1852 1.1182
C13 -2.3226 -0.8593 1.1558
C14 -2.7137 -1.5081 -0.0335
C15 -3.7980 -2.3905 -0.0381
C16 -4.5050 -2.6257 1.1506
C17 -4.0883 -2.0027 2.3541
C18 -2.9828 -1.1356 2.3509
C19 -0.0267 -0.3731 2.5869
C20 0.0562 -1.7624 2.8496
C21 0.8649 -2.2558 3.8598
C22 1.7036 -1.3675 4.5969
C23 1.6751 -0.0176 4.3126
C24 0.8003 0.4733 3.3075
C25 -1.4657 1.8172 1.5281
C26 -2.8274 2.0739 1.8101
C27 -3.2361 3.3445 2.2504
C28 -2.2860 4.3875 2.4220
C29 -0.9547 4.1484 2.0963
C30 -0.5631 2.9024 1.6032
H15 -2.1274 -1.3289 -0.9443
H16 -4.0807 -2.8846 -0.9614
H17 -5.3751 -3.2940 1.1622
H18 -4.6317 -2.2086 3.3079
H19 -2.6447 -0.7088 3.2812
H20 -0.4697 -2.4651 2.2058
H21 0.9357 -3.3455 4.0592
H22 2.4202 -1.7777 5.3316
H23 2.3782 0.6633 4.8120
H24 0.8629 1.5440 3.0547
H25 -3.5648 1.3050 1.6820
H26 -4.3156 3.5448 2.4541
H27 -2.6218 5.3754 2.7785
H28 -0.2254 4.9490 2.2125
H29 0.4734 2.7576 1.2669

[4]
A structure of composition C30H29IrN5OS5Sb. Source: the Open Molecules 2025 dataset; level of theory: ωB97M-V with the def2-TZVPD basis set.

Properties
spin multiplicity = 5
energy = -104632.9787 eV
expectation value of S² = 6.0228

Atoms and positions in Å:
Ir1 1.8432 1.0687 -0.5974
C1 0.2758 -0.5463 -3.1812
N1 1.5189 -0.7639 -2.4683
C2 1.7528 -2.1010 -1.9735
C3 2.4506 -2.0349 -0.6521
N2 2.6472 -0.9418 0.0290
C4 3.2681 -1.3256 1.2202
C5 3.6904 -0.5626 2.3032
C6 4.2618 -1.2389 3.3629
C7 4.4133 -2.6329 3.3537
C8 4.0016 -3.3992 2.2796
C9 3.4271 -2.7124 1.2176
N3 2.8978 -3.1359 0.0053
C10 -0.1353 0.8791 -3.0211
N4 0.2296 1.6395 -2.0271
C11 -0.3979 2.8651 -2.2206
C12 -0.3907 4.0198 -1.4452
C13 -1.1588 5.0821 -1.8828
C14 -1.9154 5.0074 -3.0616
C15 -1.9294 3.8642 -3.8389
C16 -1.1573 2.8010 -3.3916
N5 -0.9676 1.5185 -3.8757
H1 -0.5019 -1.1681 -2.7332
H2 0.3407 -0.7847 -4.2505
H3 2.2953 -0.4040 -3.0217
H4 2.3341 -2.7236 -2.6651
H5 0.7926 -2.5976 -1.8180
H6 3.5934 0.5145 2.3001
H7 4.6094 -0.6758 4.2186
H8 4.8683 -3.1203 4.2059
H9 4.1236 -4.4743 2.2699
H10 2.8983 -4.0729 -0.3571
H11 0.1833 4.0616 -0.5292
H12 -1.1783 5.9956 -1.3036
H13 -2.5006 5.8640 -3.3690
H14 -2.5156 3.8033 -4.7466
H15 -1.3562 1.1257 -4.7144
S1 3.1221 1.5928 -3.9676
Sb1 3.4137 3.4761 0.4414
S2 3.7140 1.6111 -2.0804
S3 1.4557 2.3459 1.2926
S4 5.1408 2.6772 1.6025
O1 -0.4711 -1.0019 -0.1978
S5 -1.3870 -2.1380 0.1125
C17 -2.9083 -1.3671 0.7433
C18 -3.3505 -0.3300 -0.2475
C19 -2.8470 0.9661 -0.1525
C20 -3.2353 1.9360 -1.0637
C21 -4.1106 1.6127 -2.0926
C22 -4.6002 0.3189 -2.2049
C23 -4.2221 -0.6483 -1.2832
C24 -0.7917 -2.9245 1.6505
C25 -0.7721 -2.0357 2.8543
C26 -1.6787 -2.2495 3.8900
C27 -1.6925 -1.4146 4.9967
C28 -0.8022 -0.3528 5.0726
C29 0.1002 -0.1306 4.0419
C30 0.1188 -0.9690 2.9370
H16 -2.6682 -0.9203 1.7076
H17 -3.6430 -2.1633 0.8783
H18 -2.1437 1.2090 0.6355
H19 -2.8513 2.9448 -0.9726
H20 -4.4156 2.3731 -2.8012
H21 -5.2880 0.0641 -3.0011
H22 -4.6157 -1.6556 -1.3637
H23 0.2107 -3.2605 1.3714
H24 -1.4193 -3.8057 1.8011
H25 -2.3749 -3.0794 3.8312
H26 -2.3970 -1.5941 5.7987
H27 -0.8116 0.3012 5.9350
H28 0.7935 0.6990 4.0837
H29 0.8159 -0.7801 2.1310

[5]
A cluster of 2 separate species, C30H29N3O2 in total at a distorted geometry. Source: the Open Molecules 2025 dataset; level of theory: ωB97M-V with the def2-TZVPD basis set.

Properties
energy = -40142.6948 eV

Atoms and positions in Å:
C1 -0.7165 2.6804 3.1461
C2 -0.3769 4.1521 3.2967
O1 1.0587 4.2208 3.2975
C3 1.5497 2.9903 2.8775
O2 2.7437 2.8425 2.6286
N1 0.5369 2.0954 2.8134
H1 -1.1268 2.2791 4.0883
H2 -1.4542 2.5339 2.3415
H3 -0.7785 4.6650 2.4153
H4 -0.7796 4.6038 4.2092
C4 4.8126 -0.2436 -4.1161
N2 4.1846 0.8514 -3.3774
C5 3.6517 1.9166 -4.1642
C6 2.6192 1.6537 -5.0826
C7 2.1253 2.6737 -5.8935
C8 2.6679 3.9604 -5.8084
C9 3.6821 4.2316 -4.8839
C10 4.1557 3.2219 -4.0413
C11 3.5404 0.5190 -2.1748
C12 3.6138 1.4108 -1.0830
C13 2.9293 1.1500 0.0828
C14 2.0485 0.0223 0.1909
C15 1.2449 -0.1389 1.3450
C16 0.1569 -1.0204 1.5743
C17 -0.2812 -1.2483 2.9179
C18 -1.3323 -2.0948 3.2094
C19 -2.0369 -2.7415 2.1737
N3 -3.1631 -3.5541 2.4861
C20 -3.0108 -4.9923 2.2413
C21 -4.4567 -3.0042 2.2324
C22 -5.0268 -3.0513 0.9522
C23 -6.2690 -2.4550 0.7251
C24 -6.9654 -1.8588 1.7813
C25 -6.3999 -1.8146 3.0615
C26 -5.1376 -2.3645 3.2834
C27 -1.6301 -2.5376 0.8438
C28 -0.6045 -1.6536 0.5413
C29 2.0650 -0.9078 -0.8914
C30 2.8116 -0.6766 -2.0328
H5 5.3011 -0.9029 -3.3933
H6 4.0843 -0.8215 -4.7017
H7 5.5703 0.1815 -4.7841
H8 2.2137 0.6401 -5.1324
H9 1.3240 2.4523 -6.5974
H10 2.2911 4.7526 -6.4563
H11 4.1143 5.2307 -4.8186
H12 4.9317 3.4152 -3.2975
H13 4.2504 2.2910 -1.1956
H14 3.0432 1.8310 0.9326
H15 1.4973 0.5212 2.1817
H16 0.2312 -0.7312 3.7298
H17 -1.6508 -2.2853 4.2369
H18 -3.8879 -5.5166 2.6373
H19 -2.8954 -5.2167 1.1708
H20 -2.1155 -5.3338 2.7705
H21 -4.4672 -3.5267 0.1436
H22 -6.6904 -2.4692 -0.2795
H23 -7.9475 -1.4190 1.6067
H24 -6.9378 -1.3576 3.8925
H25 -4.6496 -2.3268 4.2598
H26 -2.1591 -3.0721 0.0501
H27 -0.3933 -1.4225 -0.5027
H28 1.4984 -1.8324 -0.8058
H29 2.7918 -1.3981 -2.8548

[6]
A structure of composition C30H29O5P2Sn. Source: the Open Molecules 2025 dataset; level of theory: ωB97M-V with the def2-TZVPD basis set.

Properties
net charge = +1
energy = -66223.7726 eV

Atoms and positions in Å:
Sn1 -0.3971 -0.0348 -1.8152
O1 -5.1097 0.1645 -1.3884
C1 -3.8732 -0.0718 -1.7981
O2 -2.9141 0.5477 -1.3906
C2 -3.8340 -1.1620 -2.8403
O3 -2.5215 -1.4926 -3.2102
C3 -2.0991 -2.7732 -2.7531
C4 -1.6985 -2.7930 -1.2775
O4 -1.9031 -3.7744 -0.6064
O5 -1.0895 -1.7216 -0.8206
H1 -5.0966 0.8583 -0.7096
H2 -4.3732 -0.7851 -3.7145
H3 -4.3918 -2.0219 -2.4596
H4 -1.2271 -3.0379 -3.3545
H5 -2.8708 -3.5248 -2.9206
C5 0.9612 1.2367 1.5250
C6 2.2043 0.8774 0.7140
P1 1.9296 -0.6446 -0.2799
C7 3.4987 -0.8654 -1.1533
C8 3.6798 -0.2112 -2.3698
C9 4.8857 -0.3162 -3.0450
C10 5.9098 -1.0865 -2.5137
C11 5.7306 -1.7509 -1.3080
C12 4.5289 -1.6417 -0.6259
C13 1.8153 -1.9912 0.9231
C14 1.2926 -3.2079 0.4882
C15 1.1937 -4.2802 1.3571
C16 1.6136 -4.1458 2.6728
C17 2.1416 -2.9421 3.1155
C18 2.2454 -1.8681 2.2442
P2 -0.5470 1.4124 0.4858
C19 -1.9179 1.1313 1.6224
C20 -2.3243 -0.1842 1.8470
C21 -3.3370 -0.4429 2.7586
C22 -3.9455 0.6034 3.4386
C23 -3.5406 1.9125 3.2158
C24 -2.5269 2.1811 2.3088
C25 -0.6030 3.1478 -0.0332
C26 -1.7488 3.6407 -0.6578
C27 -1.7845 4.9441 -1.1227
C28 -0.6723 5.7638 -0.9869
C29 0.4751 5.2777 -0.3802
C30 0.5115 3.9747 0.0961
H6 1.1017 2.1542 2.1007
H7 0.7326 0.4454 2.2418
H8 3.0768 0.7502 1.3588
H9 2.4638 1.6649 0.0009
H10 2.8764 0.3810 -2.7969
H11 5.0223 0.1943 -3.9887
H12 6.8483 -1.1756 -3.0440
H13 6.5277 -2.3569 -0.8990
H14 4.3883 -2.1681 0.3098
H15 0.9505 -3.3171 -0.5316
H16 0.7709 -5.2131 1.0108
H17 1.5281 -4.9812 3.3549
H18 2.4759 -2.8374 4.1389
H19 2.6737 -0.9421 2.6053
H20 -1.8554 -0.9994 1.3073
H21 -3.6507 -1.4634 2.9331
H22 -4.7372 0.3986 4.1470
H23 -4.0107 2.7252 3.7531
H24 -2.2136 3.2031 2.1382
H25 -2.6140 3.0001 -0.7714
H26 -2.6809 5.3223 -1.5957
H27 -0.7016 6.7807 -1.3540
H28 1.3436 5.9129 -0.2710
H29 1.4136 3.6197 0.5745